22
Properties=species:S:1:pos:R:3:forces:R:3:lowdin_spin:R:1 method="wB97M-V/def2-TZVPD" orbital_gap_ev="7.974 / 5.392" de_lowest_ev=2.917 e_lumo_ev="-3.8 / -8.4" max_force_ha_per_bohr=0.1203 charge=+1 multiplicity=3
C -3.5386 -2.5882 -0.8074 -4.79 -3.38 -1.98 0.658
C -1.7969 -1.4695 -0.2865 2.63 0.34 0.78 0.127
C -1.8065 -0.9649 -1.5528 -0.31 -0.02 -0.34 0.014
C -0.1085 -0.6713 0.2936 -4.92 -3.38 -0.13 0.036
C -3.7366 -2.3154 -2.1390 -0.34 1.34 -1.92 0.091
C -2.7739 -1.3807 -2.5242 -0.25 0.10 1.02 0.055
C 2.9155 2.5908 1.3796 -0.69 -0.20 0.46 0.002
C 1.6920 1.5713 1.2286 -0.67 1.21 -1.97 0.014
C 2.1318 0.2084 1.6898 0.32 0.53 1.24 0.033
N 0.1069 -0.0540 -0.7888 1.96 2.25 -1.73 0.107
N -2.7221 -2.3621 0.0661 3.69 1.84 3.59 0.220
O -0.7843 -0.0931 -1.8139 0.36 -0.94 1.37 0.220
S 0.7059 -0.9799 1.7734 -0.12 0.98 -1.14 0.396
H -4.6402 -2.6460 -2.8497 2.35 0.64 2.00 0.008
H -2.8198 -0.8698 -3.4422 0.19 0.36 -1.26 0.008
H 3.2804 2.4262 2.4560 0.10 0.44 -1.75 0.001
H 3.6801 2.4561 0.5597 -0.58 -0.33 1.27 0.000
H 2.6335 3.6738 1.2826 -0.18 -1.15 0.21 0.000
H 1.4148 1.3571 0.1345 0.42 1.26 1.58 0.001
H 0.7472 1.8997 1.7461 1.09 -0.06 -0.31 0.000
H 2.7626 -0.1647 0.8964 0.62 -0.54 0.28 0.009
H 2.6567 0.3762 2.6983 -0.89 -1.31 -1.27 -0.001

22
Properties=species:S:1:pos:R:3:forces:R:3:nbo_charge:R:1 method="wB97M-V/def2-TZVPD" orbital_gap_ev=9.981 de_lowest_ev=1.741 e_lumo_ev=0.5 smiles="CC(=O)[C@@](N)(C#N)c1ccccn1" max_force_ha_per_bohr=0.0633 charge=0
C -1.6668 -1.8864 0.1970 -0.45 2.62 0.13 -0.760
C -1.6924 -0.4054 0.5636 -0.64 -1.14 0.84 0.639
O -1.8188 0.0600 1.6634 -0.06 -0.30 0.59 -0.534
C -1.4951 0.5738 -0.5621 2.16 1.25 0.18 -0.151
N -1.7959 0.0053 -1.8399 -0.73 1.11 -2.28 -0.803
C -2.2368 1.7794 -0.2211 -1.11 2.27 0.40 0.282
N -2.7567 2.7852 0.0433 0.67 -1.61 -0.57 -0.301
C 0.0625 0.9843 -0.3623 -0.60 1.99 -0.83 0.237
C 0.5942 2.3059 -0.4715 1.69 -0.36 1.15 -0.234
C 1.9600 2.4793 0.0447 -2.94 0.66 -1.23 -0.160
C 2.6029 1.4023 0.5834 2.60 0.88 0.56 -0.260
C 2.0167 0.1539 0.5273 -0.15 -0.13 0.29 0.053
N 0.7987 -0.0106 0.0450 0.17 -1.15 0.49 -0.451
H -0.6187 -1.9823 0.1581 1.58 -0.47 -1.20 0.265
H -2.1764 -1.8872 -0.7967 0.38 -1.30 1.12 0.269
H -1.8319 -2.4203 1.1114 -1.41 -0.70 0.01 0.246
H -2.7090 0.3688 -2.1827 0.51 -0.64 0.65 0.379
H -1.1893 0.4113 -2.5596 0.19 -0.37 0.39 0.377
H 0.0598 3.2123 -0.7941 0.00 -0.82 0.09 0.244
H 2.4386 3.4807 0.0717 -0.56 -0.81 -0.17 0.228
H 3.6408 1.6656 0.9984 -1.65 -1.13 -0.42 0.231
H 2.4411 -0.7409 0.9723 0.34 0.16 -0.22 0.204

23
Properties=species:S:1:pos:R:3:forces:R:3:nbo_charge:R:1 method="wB97M-V/def2-TZVPD" orbital_gap_ev=9.209 de_lowest_ev=3.020 e_lumo_ev=0.2 smiles="O=c1cc[nH]c(=O)[nH]1.c1ccncc1" max_force_ha_per_bohr=0.1053 charge=0
O 1.1852 -0.0025 2.6533 -0.03 3.86 -3.69 -0.623
C 1.2203 0.8261 1.6528 0.63 -2.96 3.01 0.645
C 0.1899 1.6270 1.0201 1.84 -0.78 0.52 -0.412
C 0.4420 1.8407 -0.2901 -3.56 4.03 -0.65 0.097
N 1.5300 1.7228 -1.0716 1.50 -0.01 0.31 -0.610
C 2.6906 1.2410 -0.4008 0.29 1.23 -0.71 0.783
O 3.8354 1.1736 -0.8067 -1.38 0.04 -0.43 -0.586
N 2.3983 0.8854 0.8963 1.20 -1.11 0.17 -0.654
H -0.7765 1.5712 1.4674 -0.53 0.53 -0.15 0.258
H -0.4093 2.3047 -0.8553 0.80 -0.70 0.47 0.241
H 1.5059 2.1611 -2.0171 0.45 -0.90 1.28 0.452
H 3.2037 0.3136 1.1505 -0.50 0.10 0.93 0.439
C -1.9643 -2.0726 0.5839 -0.03 -0.07 0.58 -0.175
C -0.7942 -1.3001 0.7845 -0.52 -0.08 -0.81 -0.277
C -0.3260 -0.5468 -0.3181 -0.44 -1.83 -0.87 0.034
N -1.0204 -0.4765 -1.4877 0.68 0.37 0.47 -0.475
C -2.1247 -1.1719 -1.6475 -1.64 -1.63 0.09 0.046
C -2.6168 -2.0656 -0.6438 -0.23 -0.70 -0.58 -0.274
H -2.3975 -2.7066 1.4086 0.78 0.73 -0.90 0.222
H -0.3008 -1.3025 1.7585 -0.04 0.01 -0.52 0.261
H 0.6555 -0.0203 -0.3899 -1.45 -2.21 0.18 0.185
H -2.7072 -1.1270 -2.6242 1.08 0.21 1.21 0.194
H -3.4191 -2.8748 -0.8231 1.11 1.87 0.09 0.226

23
Properties=species:S:1:pos:R:3:forces:R:3:nbo_charge:R:1 method="wB97M-V/def2-TZVPD" orbital_gap_ev=8.130 de_lowest_ev=3.765 e_lumo_ev=0.2 max_force_ha_per_bohr=0.1344 charge=0
C 3.2519 -0.4754 0.0242 -2.54 -1.59 0.48 0.644
C 3.2392 0.9203 0.2230 -2.27 0.10 -1.42 -0.376
C 2.1283 1.5739 -0.1232 0.26 1.38 -0.24 0.077
C 0.7895 -0.3511 -0.6606 0.87 -2.36 -3.16 0.794
C -3.1772 0.7411 -0.1347 -0.64 0.48 -0.85 -0.023
C -3.3796 -0.6279 -0.2121 0.54 -0.08 0.15 -0.240
C -2.3371 -1.4744 0.2225 -2.20 1.03 0.86 -0.197
C -1.2115 -0.8897 0.7528 -1.22 0.09 1.96 -0.166
C -1.1034 0.5077 0.7802 -1.41 0.39 1.96 -0.005
H 1.9561 -2.1119 -0.4786 0.09 1.57 0.23 0.436
H 4.0761 1.3446 0.6370 1.61 1.09 1.01 0.245
H 2.0889 2.6629 0.1026 -0.45 -0.92 -0.55 0.231
H 0.2142 1.5627 -0.9494 0.92 -0.70 0.19 0.448
H -3.9248 1.4687 -0.5208 0.45 -0.73 0.34 0.189
H -4.3175 -0.9715 -0.6481 0.32 -0.22 0.21 0.218
H -2.4404 -2.5338 0.1769 0.04 -0.59 -0.12 0.214
H -0.3841 -1.5247 1.0018 -0.11 -0.15 1.10 0.212
H -0.2161 1.0227 1.1729 -0.51 -0.45 0.11 0.179
N 1.9945 -1.0657 -0.4260 -1.05 -0.24 0.06 -0.664
N 1.0576 0.9739 -0.7870 -0.91 2.18 0.74 -0.608
N -2.0538 1.2950 0.3166 0.35 0.41 0.43 -0.450
O 4.0896 -1.2044 0.4341 1.94 -1.49 0.02 -0.553
O -0.3405 -0.8427 -0.9044 5.91 0.80 -3.50 -0.606

23
Properties=species:S:1:pos:R:3:forces:R:3:nbo_charge:R:1 method="wB97M-V/def2-TZVPD" orbital_gap_ev=10.103 de_lowest_ev=1.981 e_lumo_ev=0.0 smiles="C[C@@H]1N2C(=O)[C@H](C)[C@H]2SC1(C#N)C#N" max_force_ha_per_bohr=0.0749 charge=0
C 0.0510 -0.2080 2.4819 -3.13 -0.53 2.17 -0.659
C 0.2276 0.5745 1.2177 -1.84 0.72 -1.41 -0.050
N -0.5528 0.1233 0.0513 0.17 -1.32 2.10 -0.420
C -1.5608 0.7023 -0.6306 -0.21 1.85 -1.49 0.689
O -2.3850 1.5419 -0.3958 -0.20 -0.31 0.76 -0.562
C -1.0367 0.1506 -1.9385 0.29 -1.79 -2.86 -0.306
C -1.8658 -0.9003 -2.7313 0.17 1.53 0.42 -0.615
C 0.1040 -0.4402 -1.1094 0.24 1.12 1.70 -0.158
S 1.6465 0.4937 -1.0949 0.95 0.35 -0.08 0.279
C 1.6934 0.4166 0.7794 0.34 2.67 -1.28 -0.361
C 2.3980 -0.7646 1.1302 0.25 -2.83 0.92 0.255
N 2.8286 -1.7975 1.4206 -0.16 1.03 -0.32 -0.242
C 2.4219 1.5602 1.3862 -0.27 -0.84 -1.03 0.274
N 3.0113 2.4159 1.8553 0.35 0.67 0.42 -0.246
H -0.2373 -1.2900 2.3712 1.10 0.89 -0.47 0.249
H -0.8253 0.0796 3.1509 0.70 0.39 -1.26 0.246
H 0.8521 -0.0498 3.1772 0.82 -0.30 0.07 0.234
H -0.1041 1.6737 1.1413 1.11 -1.25 1.36 0.269
H -0.5245 0.8585 -2.6290 -1.11 0.12 0.54 0.245
H -2.0769 -1.7346 -2.1664 0.23 -2.12 1.88 0.211
H -1.4476 -1.2915 -3.6261 0.73 0.19 -0.86 0.220
H -2.8832 -0.6512 -2.9153 -0.73 1.27 -0.58 0.232
H 0.2658 -1.4632 -0.9257 0.21 -1.53 -0.71 0.216

28
Properties=species:S:1:pos:R:3:forces:R:3:lowdin_spin:R:1 method="wB97M-V/def2-TZVPD" orbital_gap_ev="3.211 / 5.492" e_lumo_ev="2.0 / 1.9" max_force_ha_per_bohr=0.0909 charge=-1 multiplicity=3
Pd -0.5386 -1.8508 -0.4049 0.53 -0.28 -0.04 0.151
C 4.0982 -0.5492 -0.0567 -0.70 1.88 -1.61 0.001
N 3.0193 0.4005 0.3641 1.01 0.66 -0.07 0.004
C 3.0599 1.7859 0.0477 -2.17 -1.90 -0.47 0.001
C 1.7845 2.1704 -0.2002 1.29 -1.88 0.97 0.001
N 0.9687 1.0449 0.0678 1.46 0.75 0.23 0.002
C 1.7409 -0.0248 0.4693 0.23 -0.70 -0.57 0.009
S 1.4290 -1.6446 0.8256 -0.36 1.11 0.12 0.054
C -0.3869 1.1936 0.0097 -4.63 0.22 -0.63 0.004
C -1.0728 2.3987 0.1957 -2.12 -0.28 0.57 0.002
C -2.5289 2.5017 0.1631 1.54 -1.18 -0.31 0.007
C -3.2585 1.3252 -0.1945 0.60 1.69 1.13 0.007
C -2.5155 0.1728 -0.4261 1.22 0.91 -0.96 0.018
N -1.1577 0.1704 -0.3786 -0.03 -0.99 -0.02 0.012
H 3.7664 -1.0195 -1.0250 0.43 0.58 0.79 0.000
H 4.2580 -1.3424 0.6072 0.16 -0.78 1.28 0.001
H 4.9953 0.0853 -0.1880 -0.33 -0.62 -0.01 0.000
H 3.9820 2.2437 -0.0441 1.39 1.01 -0.26 0.000
H 1.3427 3.0513 -0.5583 -0.24 0.96 -0.17 0.000
H -0.5750 3.2526 0.5423 0.81 1.12 0.33 0.000
H -2.9690 3.5036 0.4552 0.37 -1.53 -0.56 0.000
H -4.3510 1.3018 -0.1725 0.46 -0.05 -0.19 0.003
H -2.8917 -0.7354 -0.8878 -0.43 0.17 0.51 0.017
Se -3.6708 -2.0183 1.7796 -1.03 1.85 1.22 0.304
Sb -2.8397 -3.8945 0.5996 -0.66 -0.92 0.04 0.206
Se -2.0272 -3.1511 -1.8270 -0.14 0.54 -0.90 0.430
Se -0.3912 -4.1558 -0.0798 2.16 -0.88 -0.48 0.532
Se -3.2703 -6.2160 0.3164 -0.83 -1.47 0.05 0.236

22
Properties=species:S:1:pos:R:3:forces:R:3:nbo_charge:R:1 method="wB97M-V/def2-TZVPD" orbital_gap_ev="7.064 / 7.065" de_lowest_ev=6.104 e_lumo_ev="-6.4 / -6.4" max_force_ha_per_bohr=0.1330 charge=+1
C 3.3231 0.5351 -0.6614 -0.48 -1.99 1.48 0.363
C -0.0401 -1.1096 -0.3176 2.85 -0.91 -1.07 -0.193
C -1.5797 0.6158 -0.2154 1.32 0.85 -0.51 -0.348
C 1.6278 -1.3765 1.5206 -0.96 0.25 -0.64 0.191
C -1.4070 -0.6985 -0.5578 0.68 -1.73 0.54 0.320
C -0.3735 1.2626 0.0632 1.49 -0.11 -0.22 0.357
C 0.8002 0.2016 0.0090 -0.92 -2.79 -1.65 0.170
C -2.4681 -1.6523 -0.9422 0.15 5.91 -3.44 -0.649
C -0.1353 2.6583 0.5145 -4.59 -0.59 0.87 -0.698
N 3.8769 1.3935 -1.1363 1.64 2.45 -1.33 -0.239
N 2.6558 -1.1987 0.8276 1.55 -0.17 0.43 -0.107
N 0.4490 -0.6431 1.0371 0.62 -0.74 2.12 -0.372
N 2.5582 -0.4577 -0.2329 -3.90 1.59 -0.57 -0.202
H 0.5684 -2.0670 -0.7562 -1.99 2.57 1.05 0.294
H -2.5636 1.0002 -0.1974 -0.65 0.96 0.23 0.264
H 1.5740 -2.0869 2.3167 -0.14 -0.05 0.39 0.247
H -2.2877 -2.5497 -0.6349 1.18 -5.57 1.44 0.238
H -2.5579 -1.5432 -2.0696 0.08 -0.58 1.04 0.283
H -3.3752 -1.2929 -0.5672 -1.58 0.46 0.56 0.252
H 0.7040 2.8530 1.1035 1.70 0.11 0.32 0.267
H -1.0540 2.8197 1.2431 1.65 0.25 -1.45 0.263
H -0.2953 3.3363 -0.3462 0.31 -0.19 0.41 0.301

27
Properties=species:S:1:pos:R:3:forces:R:3:lowdin_spin:R:1 method="wB97M-V/def2-TZVPD" orbital_gap_ev="6.635 / 5.706" e_lumo_ev="-4.8 / -5.7" max_force_ha_per_bohr=0.0405 charge=+1 multiplicity=5
Os 0.2711 -1.3888 -0.3060 0.33 -2.06 0.03 2.154
C -2.0215 2.1973 -0.0343 -0.08 -0.09 0.07 0.007
C -0.9695 1.1509 -0.0451 -0.91 -0.55 -0.05 0.063
N -1.2483 -0.1346 -0.0545 -0.21 1.50 -0.05 0.008
N -2.5279 -0.5093 -0.0127 -1.63 0.39 0.20 0.014
C -2.7634 -1.7860 -0.1070 1.13 0.21 -0.15 0.022
N -4.0062 -2.2458 -0.0695 -0.18 -0.02 0.04 -0.004
S -1.4268 -2.9344 -0.3033 0.20 -0.29 0.00 0.231
C 0.4423 1.4626 -0.0370 0.56 0.47 -0.01 0.024
C 0.9531 2.7631 -0.0443 -0.34 -0.56 0.01 0.006
C 2.3225 2.9556 -0.0262 0.16 -0.34 0.02 0.018
C 3.1559 1.8440 0.0368 -0.33 0.13 0.01 0.008
C 2.5844 0.5817 0.0446 0.69 0.08 -0.02 0.023
N 1.2666 0.3791 -0.0187 0.37 0.95 0.07 0.050
H -2.9994 1.7249 -0.0318 0.06 0.10 0.00 0.000
H -1.9283 2.8272 -0.9175 0.02 0.09 -0.06 0.003
H -1.9238 2.8269 0.8484 0.01 0.09 0.06 0.002
H -4.7710 -1.5970 0.0424 0.07 -0.07 0.00 0.000
H -4.1982 -3.2315 -0.1202 0.02 0.03 -0.02 0.000
H 0.2784 3.6030 -0.0716 -0.09 0.04 0.00 0.000
H 2.7332 3.9536 -0.0563 0.03 0.05 0.02 0.001
H 4.2291 1.9568 0.0725 0.01 -0.10 0.02 0.001
H 3.2033 -0.3032 0.0920 -0.03 -0.03 -0.06 0.005
S 3.8015 -4.3973 0.9048 -0.71 0.16 -0.36 0.523
C 2.3110 -3.9815 0.2543 0.01 -1.12 1.00 0.044
S 2.0899 -2.6530 -0.8226 0.29 0.40 -0.59 0.292
S 1.1431 -5.0656 0.7841 0.56 0.52 -0.18 0.508

23
Properties=species:S:1:pos:R:3:forces:R:3:nbo_charge:R:1 method="wB97M-V/def2-TZVPD" orbital_gap_ev=9.987 de_lowest_ev=2.491 e_lumo_ev=0.3 smiles=c1cnc(C2(n3ccnn3)CC2)cn1 max_force_ha_per_bohr=0.0683 charge=0
C -3.3341 -1.2344 -0.4291 -0.46 0.89 -0.33 -0.015
C -3.2193 0.1763 -0.3765 0.06 -0.24 0.00 0.017
N -2.0421 0.7407 -0.2572 1.73 -0.83 0.84 -0.426
C -0.9936 -0.0670 0.0262 2.13 0.87 -0.38 0.203
C 0.4665 0.6842 0.0458 -2.98 -1.85 0.26 0.089
N 1.6753 -0.1391 0.1074 -1.18 0.66 1.46 -0.179
C 2.2051 -0.9381 1.1059 -1.82 0.09 1.38 -0.093
C 3.3178 -1.4873 0.5082 -1.93 1.21 0.78 -0.122
N 3.3772 -1.0153 -0.7461 1.77 0.51 -0.81 -0.241
N 2.4500 -0.1448 -0.9610 -0.05 -1.47 -0.35 -0.048
C 0.4302 1.7997 -0.9289 1.04 0.08 0.02 -0.402
C 0.3159 2.0867 0.5180 0.43 0.81 0.23 -0.417
C -1.1120 -1.4526 0.1103 -0.85 2.36 -0.48 -0.028
N -2.2849 -1.9848 -0.2384 0.93 -1.52 0.88 -0.367
H -4.2387 -1.7897 -0.6774 -0.04 0.52 0.05 0.207
H -3.9648 0.9557 -0.4154 -0.92 -0.64 -0.32 0.209
H 1.6826 -1.1075 2.1583 1.32 0.62 -2.68 0.245
H 4.0558 -1.9988 1.0460 0.96 -1.09 -0.06 0.218
H -0.3598 1.9938 -1.6317 -0.16 -0.36 -0.04 0.239
H 1.4467 1.8717 -1.2417 0.35 0.78 -0.86 0.240
H 1.0309 2.7584 0.9673 0.56 -0.57 0.19 0.231
H -0.6613 2.2679 0.8670 -0.99 0.25 0.36 0.233
H -0.2436 -1.9757 0.4430 0.09 -1.08 -0.16 0.208

20
Properties=species:S:1:pos:R:3:forces:R:3:nbo_charge:R:1 method="wB97M-V/def2-TZVPD" orbital_gap_ev="6.754 / 6.759" de_lowest_ev=6.206 e_lumo_ev="-0.2 / -0.2" smiles="C1=c2ccccc2=CONC1" max_force_ha_per_bohr=0.1136 charge=0
C 0.0803 1.7978 0.5125 -2.97 -3.53 -3.59 -0.227
C 0.4918 0.4836 0.2053 -2.06 2.01 0.18 -0.020
C 1.8798 0.3103 0.5071 0.90 -2.24 -0.72 -0.189
C 2.5809 -0.8352 0.3176 -3.39 0.40 -0.28 -0.212
C 1.7731 -1.9533 -0.0856 -1.82 -1.36 -0.47 -0.245
C 0.4286 -1.8748 -0.4312 2.93 -1.57 0.05 -0.186
C -0.3615 -0.6826 -0.4420 1.03 0.60 0.38 -0.211
C -1.6463 -0.8938 -0.9455 3.95 0.58 2.96 0.197
O -2.6265 -0.0880 -0.6079 -2.17 0.19 -1.67 -0.340
N -2.4388 1.0181 0.2372 0.04 0.16 1.21 -0.319
C -1.4039 2.0504 -0.0286 0.71 -0.35 3.67 -0.282
H 0.7683 2.6015 0.7297 -0.18 -0.03 0.27 0.215
H 2.2930 1.2024 0.8373 1.21 1.29 0.69 0.199
H 3.5773 -1.0383 0.4807 2.10 0.24 0.51 0.213
H 2.1789 -2.9842 -0.0295 -0.06 0.86 -0.20 0.207
H 0.0082 -2.8664 -0.6750 -0.18 0.76 0.04 0.203
H -1.7730 -1.9445 -1.2921 -1.02 1.29 -0.10 0.217
H -2.4233 0.6378 1.1752 0.31 -0.13 0.02 0.353
H -1.7841 2.9009 0.5783 -0.05 -0.19 -0.87 0.210
H -1.6027 2.1582 -1.0435 0.71 1.01 -2.07 0.217

21
Properties=species:S:1:pos:R:3:forces:R:3:nbo_charge:R:1 method="wB97M-V/def2-TZVPD" orbital_gap_ev=9.852 de_lowest_ev=3.220 e_lumo_ev=0.8 smiles="O=C1Cc2ccccc2CN1O" max_force_ha_per_bohr=0.1115 charge=0
O -1.0892 -2.4268 -2.1579 -0.06 -2.14 -1.48 -0.589
C -0.8081 -1.6071 -1.3401 -0.79 0.53 -1.58 0.655
C 0.4861 -0.9337 -1.3580 2.10 0.22 -2.19 -0.557
C 0.7062 0.3029 -0.6004 -2.07 1.16 5.22 -0.012
C 1.7647 1.2526 -0.5814 -0.61 -2.25 -0.94 -0.190
C 1.9388 2.2199 0.3654 -4.61 -1.66 1.56 -0.200
C 0.9549 2.3523 1.4295 1.73 -0.50 -1.46 -0.198
C 0.0004 1.4008 1.5648 -1.84 -1.91 -1.37 -0.202
C -0.2029 0.3736 0.5364 4.20 3.63 -0.58 -0.017
C -1.1446 -0.6543 0.7428 -3.36 -1.93 1.41 -0.277
N -1.7377 -1.1896 -0.4828 -1.36 -0.58 3.07 -0.141
O -2.5640 -2.3116 0.0454 0.01 0.54 -2.46 -0.576
H 0.7523 -0.7675 -2.4077 -0.27 -0.13 -0.10 0.259
H 1.1089 -1.8036 -1.1389 0.76 0.26 0.63 0.262
H 2.4882 0.9613 -1.3128 0.86 0.79 -0.48 0.207
H 2.7003 2.8612 0.3415 3.03 2.38 -0.24 0.208
H 0.9933 3.1229 2.1726 0.40 0.38 0.14 0.217
H -0.6931 1.4125 2.4317 0.47 0.01 -0.70 0.213
H -2.0473 -0.2468 1.2751 1.06 -0.64 0.15 0.230
H -0.7019 -1.5511 1.2652 -0.45 0.91 0.07 0.210
H -2.9053 -2.7679 -0.7905 0.79 0.94 1.34 0.498

21
Properties=species:S:1:pos:R:3:forces:R:3:nbo_charge:R:1 method="wB97M-V/def2-TZVPD" orbital_gap_ev=7.929 de_lowest_ev=4.706 e_lumo_ev=0.3 max_force_ha_per_bohr=0.0958 charge=0
H 2.9581 2.6413 -0.8716 -2.38 -2.58 -0.06 0.346
N 2.0659 1.9406 -0.8410 1.48 3.87 0.22 -0.745
C 2.2096 0.7978 -0.3934 -3.47 -2.75 -0.38 0.595
O 3.3319 0.1017 -0.2644 0.54 -0.70 0.54 -0.680
C 0.6579 -0.1935 -0.2583 3.50 0.83 0.04 0.057
C 0.5665 -1.3306 -1.0157 -2.33 3.96 1.77 -0.263
C -0.7826 -1.6853 -1.4237 -0.77 -1.04 1.16 -0.249
C -1.8717 -1.0843 -0.9046 -0.54 0.27 -1.03 -0.161
C -1.7953 0.0100 -0.0042 1.31 0.79 0.51 -0.371
C -2.7086 0.9258 0.2452 -1.70 -0.62 0.18 0.761
O -3.5809 1.6160 0.5940 0.81 0.00 -0.34 -0.439
C -0.4508 0.3469 0.6382 0.11 2.30 -0.67 -0.265
C -0.4124 -0.1670 2.0903 0.45 0.36 0.10 -0.603
H 4.0570 0.6477 -0.6075 -0.05 -0.11 0.10 0.482
H 1.3809 -1.5730 -1.5728 2.17 -1.14 -1.46 0.218
H -0.9528 -2.5248 -2.0638 0.10 -0.26 -0.51 0.216
H -2.8713 -1.1944 -1.2919 -0.06 -0.83 -0.32 0.213
H -0.4923 1.5401 0.5990 1.03 -2.41 0.50 0.236
H 0.4275 0.3196 2.6494 -0.62 -0.66 -0.37 0.218
H -0.3750 -1.2747 2.1579 0.23 0.67 -0.19 0.220
H -1.3616 0.1400 2.5390 0.18 0.03 0.21 0.211